*w*
60
Properties=species:S:1:pos:R:3 method="wB97M-V/def2-TZVPD" e_homo_ev=-8.4 total_charge=0
C -0.649 0.834 -0.723
C -0.369 -0.477 -0.713
N -0.612 -1.431 -1.740
C -0.286 1.661 0.479
C 0.757 2.739 0.128
C 0.724 3.918 -0.474
H -1.114 1.399 -1.461
H 0.043 -1.122 0.131
H 0.165 -2.136 -1.811
H -1.047 -1.093 -2.594
H 0.209 0.994 1.280
H -1.323 2.138 0.669
H 1.708 2.289 0.399
H 1.632 4.419 -0.828
H -0.185 4.507 -0.518
H -3.450 1.487 -3.370
H -3.083 1.287 -1.903
O -3.940 1.132 -2.472
H 0.281 3.357 3.384
H 1.204 2.271 3.045
O 0.268 2.558 2.870
H -1.424 -1.466 3.054
H -2.072 -2.406 1.958
O -1.366 -2.343 2.557
H 2.106 0.077 -2.210
H 1.319 1.192 -1.898
O 1.337 0.442 -2.428
H 2.472 -1.999 0.688
H 3.359 -1.363 1.792
O 3.351 -1.687 0.820
H -1.471 -3.710 -1.786
H -0.115 -4.491 -1.841
O -0.902 -4.225 -2.356
H 0.087 2.594 -2.990
H -0.998 3.257 -2.443
O -0.777 2.971 -3.321
H 2.511 0.473 2.954
H 3.057 1.321 1.825
O 2.865 1.367 2.804
H 1.282 -1.553 3.209
H 1.892 -0.923 4.597
O 1.835 -0.948 3.665
H 4.513 -0.574 -0.877
H 3.241 -0.613 -0.475
O 3.863 0.070 -0.854
H -4.407 -0.677 -1.723
H -2.954 -0.855 -1.858
O -3.720 -1.034 -1.111
H -0.060 0.144 -4.491
H -0.710 1.559 -4.588
O -0.780 0.673 -4.822
H -0.188 1.020 3.237
H -0.952 0.760 4.561
O -0.721 0.289 3.761
H -3.619 -3.468 0.404
H -2.459 -2.317 -0.182
O -2.670 -3.154 0.354
H 0.010 -2.685 1.881
H 1.236 -3.651 2.367
O 1.095 -2.802 1.988

*x*
60
Properties=species:S:1:pos:R:3 method="wB97M-V/def2-TZVPD" e_homo_ev=-8.8 total_charge=0
C -3.866 -0.165 1.044
N -2.397 -0.480 0.899
C -1.510 0.563 0.775
C -1.536 1.799 0.278
C -0.029 0.461 2.653
C -0.204 0.139 1.339
H -4.060 0.680 0.327
H -4.583 -1.036 0.788
H -4.315 -0.097 2.076
H -2.339 -1.202 0.118
H -2.535 2.183 -0.142
H -0.606 2.432 0.229
H -0.720 0.727 3.368
H 1.002 0.415 3.145
H 0.594 -0.355 0.814
H -0.674 3.524 -1.271
H 0.765 3.971 -1.625
O -0.061 4.285 -1.298
H -1.359 -3.938 0.891
H -0.785 -3.612 2.108
O -0.778 -4.356 1.513
H -1.793 -3.104 -1.369
H -3.125 -2.228 -1.616
O -2.636 -2.869 -0.992
H -1.556 -1.519 2.172
H -1.685 -1.603 3.703
O -1.099 -2.037 2.988
H 0.956 -3.880 0.373
H 2.178 -3.999 1.183
O 1.687 -3.446 0.556
H 1.746 -2.905 -3.930
H 0.888 -1.889 -3.052
O 0.803 -2.844 -3.431
H -1.096 -1.048 -3.292
H -0.891 -2.438 -3.229
O -1.135 -1.747 -2.634
H 4.364 1.397 1.072
H 3.108 2.268 0.641
O 3.654 1.475 0.396
H -0.343 -4.598 -1.258
H -0.041 -3.882 -2.557
O -0.676 -4.414 -2.102
H 1.480 -0.452 -2.174
H 0.445 0.547 -2.691
O 1.068 -0.069 -3.089
H 3.071 3.365 -2.443
H 1.840 2.484 -2.614
O 2.144 3.385 -2.795
H 2.183 -1.334 -0.019
H 2.972 -0.081 -0.117
O 2.215 -0.603 -0.546
H -1.550 2.816 2.698
H -0.195 3.362 2.050
O -1.111 3.617 2.313
H 2.204 4.003 2.223
H 2.078 2.962 3.322
O 2.554 3.273 2.695
H 0.101 4.868 1.195
H 0.842 4.662 -0.034
O 1.007 4.489 0.940

Name the most stable of them. *w*.

*w*
14
Properties=species:S:1:pos:R:3 method="wB97M-V/def2-TZVPD" e_homo_ev=-12.3 total_charge=0 smiles="FC(F)=NC(F)(C(F)(F)F)C(F)(F)F"
C -2.108 0.631 0.204
C 0.059 -0.183 -0.276
C 1.177 0.891 -0.136
C 0.730 -1.461 0.209
N -1.022 0.100 0.628
F -3.131 0.865 0.987
F -2.410 0.960 -1.049
F -0.383 -0.161 -1.565
F 1.970 0.889 -1.202
F 1.954 0.713 0.974
F 0.641 2.141 0.023
F 0.360 -1.829 1.428
F 0.440 -2.537 -0.618
F 2.020 -1.326 0.225

*x*
14
Properties=species:S:1:pos:R:3 method="wB97M-V/def2-TZVPD" e_homo_ev=-10.0 total_charge=0 smiles="FC(F)=NC(F)(F)F.FC(F)=C(F)F"
C -0.784 -0.417 1.767
C -0.931 0.863 2.190
C 1.547 -0.653 -1.229
C -0.611 0.205 -1.863
N 0.299 -0.636 -1.952
F -0.084 -1.310 2.334
F -0.409 1.371 3.315
F -1.544 1.868 1.554
F 2.490 -0.042 -1.971
F 1.992 -1.842 -1.057
F 1.529 -0.093 0.018
F -1.352 -0.788 0.606
F -1.631 0.191 -2.614
F -0.511 1.284 -1.099

Name the most stable of them. *w*.

*w*
22
Properties=species:S:1:pos:R:3 method="wB97M-V/def2-TZVPD" e_homo_ev=-5.2 total_charge=-1
C -0.568 -0.320 -1.650
O 0.771 -0.702 -2.210
C -0.489 0.945 -0.821
N -1.824 1.364 -0.316
H -0.898 -1.118 -1.085
H -1.160 -0.160 -2.549
H 0.148 1.626 -1.367
H 0.084 0.636 0.036
H -2.372 1.714 -1.073
H -1.475 2.190 0.177
H 0.162 -1.408 2.319
H 0.875 -1.245 0.960
O -0.026 -1.676 1.367
H -2.635 -0.191 0.806
H -2.097 -1.219 1.566
O -2.974 -1.011 1.274
H 3.325 1.448 1.725
H 2.471 0.621 1.007
O 2.409 1.517 1.462
H 2.809 -1.561 -0.312
H 1.347 -0.547 -1.374
O 2.120 -0.903 0.060

*x*
22
Properties=species:S:1:pos:R:3 method="wB97M-V/def2-TZVPD" e_homo_ev=-4.4 total_charge=-1
C -0.479 1.672 -1.924
N -0.046 0.851 -0.836
C 0.797 -0.420 -1.233
O 1.359 -1.001 -0.167
H -0.761 2.686 -1.585
H -1.333 1.225 -2.438
H 0.327 2.050 -2.598
H 0.333 1.330 -0.040
H 1.458 0.057 -1.991
H -0.047 -0.994 -1.659
H 0.247 -1.675 0.570
H 0.204 -3.207 0.648
O -0.334 -2.463 0.943
H -0.756 -0.602 3.104
H -1.682 0.315 2.381
O -1.076 0.321 3.153
H -1.680 -1.624 0.451
H -1.961 -0.229 -0.264
O -2.357 -1.043 0.035
H 2.758 1.371 1.801
H 2.221 0.288 0.746
O 2.806 1.091 0.903

Name the most stable of them. *x*.

*w*
19
Properties=species:S:1:pos:R:3 method="wB97M-V/def2-TZVPD" e_homo_ev="-7.0 / -8.3" total_charge=0
C 1.715 1.289 -0.345
C -0.338 -0.984 -1.033
C -0.057 -0.835 1.583
C 0.228 1.139 -0.011
C -0.153 -0.257 0.321
N -2.889 0.331 0.798
P -3.177 0.321 -0.658
H 2.000 2.360 -0.742
H 2.058 0.682 -1.183
H 2.308 1.080 0.529
H -0.420 -2.106 -0.888
H 0.441 -0.587 -1.698
H -1.363 -0.559 -1.394
H -0.665 -1.739 1.858
H 0.976 -1.273 1.814
H -0.336 -0.096 2.395
H 0.139 1.730 0.919
H -0.256 1.603 -0.917
H -4.643 0.570 -0.957

*x*
19
Properties=species:S:1:pos:R:3 method="wB97M-V/def2-TZVPD" e_homo_ev=-8.5 total_charge=0 smiles="C=C(C)C.C=NP"
C 0.821 1.057 -1.101
C 1.776 -1.055 -0.298
C 1.382 0.879 1.332
C -1.166 -1.281 0.018
C 1.247 0.162 -0.010
N -1.991 -0.607 0.610
P -3.169 0.308 -0.186
H 1.525 1.099 -1.879
H 0.802 2.101 -0.645
H -0.090 0.901 -1.641
H 1.716 -1.276 -1.434
H 2.062 -1.695 0.477
H -4.038 0.308 0.961
H 0.314 1.426 1.619
H 2.222 1.593 1.306
H 1.698 0.122 2.071
H -0.545 -2.043 0.535
H -0.882 -1.185 -0.984
H -3.683 -0.817 -0.753

*y*
19
Properties=species:S:1:pos:R:3 method="wB97M-V/def2-TZVPD" e_homo_ev=-8.3 total_charge=0 smiles=C[C@H]1P(N)C1(C)C
C 0.919 0.526 -0.235
C -0.409 -0.058 0.086
C 0.942 1.557 -1.390
C -0.444 -1.597 0.008
C -1.754 0.573 -0.179
N 1.105 -0.582 2.349
P 0.461 0.720 1.587
H 1.731 -0.175 -0.327
H -0.040 2.068 -1.415
H 1.018 1.064 -2.452
H 1.953 2.000 -1.482
H -1.063 -2.013 0.809
H 0.548 -2.139 -0.067
H -0.755 -1.913 -1.012
H -2.563 -0.128 0.408
H -2.008 0.717 -1.271
H -1.969 1.599 0.185
H 0.405 -1.262 2.495
H 1.922 -0.956 1.900

Name the most stable of them. *y*.

*w*
9
Properties=species:S:1:pos:R:3 method="wB97M-V/def2-TZVPD" e_homo_ev=-8.7 total_charge=0
C -0.440 -1.215 -0.193
C -0.115 1.120 0.179
C 0.791 0.507 -0.938
C 0.302 -0.285 0.493
S 2.049 -0.169 0.111
H -1.492 -0.877 -0.276
H -0.227 -2.267 -0.328
H 0.258 1.806 0.892
H -1.127 1.379 0.061

*x*
9
Properties=species:S:1:pos:R:3 method="wB97M-V/def2-TZVPD" e_homo_ev=-9.8 total_charge=0
C 0.272 1.316 -0.067
C -0.555 0.449 -0.087
C 2.665 -0.260 0.906
C -1.531 -0.616 -0.082
S 3.518 -0.305 -0.355
H 0.977 2.093 -0.070
H -1.099 -1.522 -0.511
H -2.400 -0.328 -0.674
H -1.848 -0.827 0.940

*y*
9
Properties=species:S:1:pos:R:3 method="wB97M-V/def2-TZVPD" e_homo_ev="-7.9 / -7.9" total_charge=0
C -0.704 -0.479 -0.556
C -0.185 0.655 -0.830
C 1.100 -0.305 1.356
C -0.067 0.093 0.707
S 0.990 0.316 3.802
H -1.451 -1.157 -0.848
H -0.325 1.547 -1.360
H 2.189 -0.532 1.486
H -0.835 0.611 1.372

Name the most stable of them. *x*.

*w*
36
Properties=species:S:1:pos:R:3 method="wB97M-V/def2-TZVPD" e_homo_ev=-12.3 total_charge=+1
C 2.187 -0.898 0.229
C -1.055 1.644 0.601
C 3.498 -1.560 0.715
C -0.342 1.557 1.906
C 2.935 1.524 0.444
C 1.445 0.963 -1.372
C -2.239 0.613 -1.307
C -2.323 -1.290 1.303
C -1.406 -1.772 -0.878
C 2.300 0.543 -0.223
C -1.504 0.579 -0.112
N -1.279 -0.876 0.270
O 1.135 -1.554 0.188
O -1.175 2.916 0.167
H 4.362 -1.188 0.187
H 3.681 -1.386 1.815
H 3.117 -2.590 0.655
H 0.364 2.478 2.108
H 0.131 0.583 1.952
H -0.959 1.692 2.823
H 3.028 2.496 -0.200
H 3.634 1.293 1.218
H -1.801 2.918 -0.621
H 1.709 1.965 -1.664
H 0.328 0.790 -1.275
H 1.900 0.512 -2.234
H -3.272 0.184 -1.383
H -1.840 0.013 -2.237
H -2.317 1.619 -1.699
H -2.382 -0.712 2.211
H -3.300 -1.206 0.842
H -1.848 -2.243 1.740
H -0.934 -2.751 -0.587
H -2.469 -1.919 -1.162
H -0.794 -1.345 -1.650
H -0.354 -0.892 0.603

*x*
36
Properties=species:S:1:pos:R:3 method="wB97M-V/def2-TZVPD" e_homo_ev=-12.3 total_charge=+1
C 1.877 -0.747 1.723
C 0.213 0.828 0.484
C 2.793 -1.011 2.892
C -2.977 1.452 0.986
C -1.307 -1.145 1.213
C -0.173 0.965 -2.880
C 1.664 -0.641 -2.581
C -2.324 0.677 -0.192
C -0.401 -0.921 -1.148
C -0.953 -0.137 0.155
C 0.466 0.024 -1.919
N 1.141 0.282 1.654
O 1.098 1.094 2.662
O 0.959 1.003 -0.778
H 1.730 -1.608 1.134
H -0.087 1.856 0.922
H 2.246 -1.332 3.818
H 3.289 -0.048 3.214
H 3.490 -1.743 2.507
H -2.302 1.995 1.684
H -3.748 2.039 0.537
H -3.468 0.847 1.723
H -1.966 -1.859 0.792
H -1.680 -0.620 2.034
H -0.408 -1.683 1.596
H -0.517 0.453 -3.832
H -1.017 1.582 -2.408
H 0.608 1.579 -3.249
H 1.408 -1.628 -3.134
H 2.343 -1.052 -1.737
H 2.276 0.074 -3.207
H -1.999 1.566 -0.761
H -3.041 -0.028 -0.633
H 0.149 -1.832 -0.885
H -1.234 -1.434 -1.827
H 1.853 1.150 -0.557

Name the most stable of them. *w*.

*w*
49
Properties=species:S:1:pos:R:3 method="wB97M-V/def2-TZVPD" spin_multiplicity=5 e_homo_ev="-11.4 / -12.4" total_charge=+1 s_squared=6.020
Pt -0.039 0.283 0.269
S -0.952 4.043 2.570
C -0.502 2.658 1.741
S -0.024 1.228 2.516
S -0.659 2.538 0.054
C 3.120 -2.967 0.344
C 2.604 -1.744 -0.392
C 3.249 -0.479 0.111
C 2.734 -1.884 -1.895
O 1.151 -1.615 -0.067
Si -0.053 -2.757 -0.089
S -1.681 -1.308 0.048
O -0.096 -3.761 1.148
C -0.212 -3.755 2.603
C 0.748 -4.815 3.101
C -1.650 -4.109 2.923
C 0.154 -2.386 3.143
O -0.069 -3.515 -1.492
C -0.537 -4.838 -1.937
C 0.444 -5.872 -1.419
C -1.939 -5.057 -1.395
C -0.533 -4.777 -3.448
H 4.181 -3.104 0.129
H 2.600 -3.877 0.028
H 3.002 -2.853 1.423
H 4.310 -0.496 -0.139
H 3.150 -0.383 1.194
H 2.817 0.403 -0.364
H 3.790 -1.939 -2.161
H 2.298 -1.020 -2.401
H 2.236 -2.783 -2.258
H 0.505 -5.784 2.662
H 0.679 -4.899 4.186
H 1.776 -4.561 2.838
H -1.901 -5.088 2.513
H -2.337 -3.369 2.506
H -1.802 -4.140 4.004
H 1.170 -2.103 2.853
H 0.100 -2.398 4.233
H -0.543 -1.624 2.786
H 0.484 -5.862 -0.328
H 1.444 -5.680 -1.815
H 0.137 -6.869 -1.741
H -1.944 -5.072 -0.303
H -2.325 -6.016 -1.745
H -2.613 -4.273 -1.747
H 0.468 -4.553 -3.819
H -1.219 -4.008 -3.805
H -0.847 -5.737 -3.859

*x*
49
Properties=species:S:1:pos:R:3 method="wB97M-V/def2-TZVPD" spin_multiplicity=5 e_homo_ev="-11.4 / -12.4" total_charge=+1 s_squared=6.021
Pt -0.540 3.277 0.070
S -1.378 7.029 2.466
C -0.891 5.704 1.601
S -0.287 4.263 2.316
S -1.093 5.579 -0.108
C 2.684 -0.004 0.038
C 2.063 1.181 -0.687
C 2.670 2.494 -0.211
C 2.197 1.045 -2.198
O 0.637 1.226 -0.346
Si -0.555 0.096 -0.361
S -2.168 1.603 -0.227
O -0.651 -0.882 0.895
C -0.782 -0.836 2.339
C 0.121 -1.945 2.863
C -2.242 -1.109 2.672
C -0.347 0.520 2.874
O -0.576 -0.675 -1.747
C -1.014 -1.980 -2.219
C -0.014 -3.016 -1.723
C -2.409 -2.267 -1.682
C -1.013 -1.885 -3.736
H 3.743 -0.074 -0.207
H 2.195 -0.933 -0.267
H 2.582 0.109 1.118
H 3.719 2.555 -0.497
H 2.602 2.585 0.875
H 2.152 3.338 -0.678
H 3.250 1.047 -2.475
H 1.700 1.877 -2.700
H 1.743 0.115 -2.538
H -0.174 -2.898 2.423
H 0.050 -2.023 3.947
H 1.157 -1.744 2.588
H -2.548 -2.081 2.285
H -2.882 -0.339 2.235
H -2.380 -1.104 3.753
H 0.686 0.732 2.586
H -0.412 0.535 3.961
H -0.990 1.313 2.485
H 0.016 -3.012 -0.632
H 0.984 -2.798 -2.107
H -0.304 -4.010 -2.061
H -2.394 -2.300 -0.591
H -2.762 -3.228 -2.053
H -3.111 -1.494 -2.002
H -0.018 -1.622 -4.097
H -1.716 -1.122 -4.069
H -1.300 -2.842 -4.172

Name the most stable of them. *w*.